Entry 1:
{
  "formula": "C17H31GeO10SSeTi",
  "method": "ωB97M-V/def2-TZVPD",
  "homo_energy_ev": [-7.841, -7.840],
  "gap_ev": [7.9, 6.9],
  "multiplicity": 2,
  "symbols": ["Ti", "O", "C", "O", "C", "C", "C", "C", "C", "O", "C", "C", "O", "O", "H", "H", "H", "H", "H", "H", "H", "H", "C", "Ge", "C", "C", "C", "Se", "C", "H", "H", "H", "H", "H", "H", "H", "H", "H", "H", "H", "H", "H", "H", "C", "S", "C", "O", "H", "H", "H", "H", "H", "H", "O", "O", "C", "O", "C", "O", "H", "H", "H"],
  "positions_angstrom": [[0.971768, 0.138082, -0.632572], [3.267116, 2.999243, -2.327546], [3.063886, 2.033306, -1.651916], [1.865133, 1.692937, -1.333159], [4.151440, 0.963118, -1.380595], [3.817540, -0.210942, -2.278812], [4.999554, -1.202348, -2.478068], [5.134509, -1.763303, -1.019346], [3.970962, -1.179539, -0.356079], [2.899385, -0.981907, -1.369776], [4.188562, 0.324548, 0.043387], [3.246757, 0.681673, 1.144126], [3.635750, 1.310093, 2.114027], [1.952881, 0.224529, 0.956210], [5.141605, 1.346758, -1.634166], [3.233860, 0.024890, -3.163468], [4.742759, -2.044199, -3.137709], [5.895513, -0.677091, -2.881915], [5.111629, -2.828738, -1.079728], [6.042177, -1.558765, -0.408915], [3.522975, -1.753347, 0.427228], [5.243047, 0.473963, 0.449847], [-4.526943, 0.910999, 0.000142], [-4.354087, 0.367833, 1.860211], [-5.417797, 1.491413, 3.027232], [-4.983524, -1.568094, 2.070410], [-2.431792, 0.306831, 2.345458], [-2.049304, -0.329792, 4.113477], [-0.145147, -0.664156, 3.793241], [-4.442280, 1.962146, -0.161488], [-5.400915, 0.466148, -0.334795], [-3.746475, 0.346812, -0.522183], [-6.478040, 1.287282, 2.652998], [-5.177784, 2.497575, 2.976583], [-5.244629, 1.127807, 4.070621], [-4.450856, -2.258313, 1.437354], [-6.021482, -1.662951, 1.819861], [-4.851841, -1.887447, 3.129483], [-1.935864, 1.286133, 2.158137], [-1.969938, -0.350471, 1.607613], [-0.054361, -1.428708, 3.042780], [0.334495, -0.996118, 4.706477], [0.268105, 0.306627, 3.457653], [-2.185134, -1.018559, -2.351412], [-0.740664, -0.528305, -3.394200], [-0.717271, -2.166064, -4.237002], [0.522981, -0.615559, -2.541227], [-3.068561, -1.397431, -2.870851], [-2.607235, -0.115616, -1.920442], [-1.799041, -1.618943, -1.540596], [-1.634169, -2.298879, -4.784966], [-0.521108, -2.944608, -3.503611], [0.056543, -2.149305, -4.975242], [-0.405301, -1.061806, 0.268138], [0.483191, -1.781151, -0.284071], [0.191807, 3.117439, 1.717207], [-0.545767, 2.761446, 0.437717], [-0.225436, 1.659991, -0.151883], [-0.807380, 1.352633, -1.181286], [0.540407, 4.181562, 1.701717], [1.000521, 2.320573, 1.870134], [-0.556734, 3.078067, 2.489559]],
  "forces_ev_per_angstrom": [[-0.3, -0.1, -0.9], [1.0, 1.1, -0.3], [0.7, -0.8, -0.8], [-0.7, -0.8, 0.6], [-0.1, 1.0, 0.3], [-1.0, -1.5, -0.1], [0.3, 0.9, 0.4], [1.5, -0.1, -0.8], [-2.4, 1.5, 1.1], [2.0, 0.0, -0.4], [2.6, -1.4, -0.3], [-1.6, 0.8, 0.5], [-1.0, -0.9, -0.9], [2.7, 0.6, 1.4], [-0.2, 0.3, 0.0], [0.2, 0.1, -0.1], [-0.1, 0.5, 0.1], [-0.6, -0.4, 0.4], [-0.3, -0.8, 0.1], [-0.4, 0.3, -0.8], [-0.1, -0.4, 0.6], [-1.4, -0.2, -0.3], [1.9, -0.9, 0.8], [0.4, -1.3, 0.5], [-1.4, -2.8, 0.3], [0.5, 1.1, 0.9], [0.2, 0.9, -0.9], [0.1, -0.2, 0.4], [-0.3, 1.0, 0.0], [0.0, 0.6, -0.3], [-2.1, -0.3, -0.8], [0.1, 0.5, 0.1], [1.2, 0.5, 0.9], [0.4, 2.0, -0.2], [-0.5, 0.3, -0.8], [0.4, -0.1, -0.2], [-0.7, 0.1, -0.1], [0.0, 0.3, -0.7], [-0.5, -0.4, 0.3], [-0.1, -0.2, 0.2], [0.1, -0.2, -0.4], [0.0, 0.1, 0.2], [0.1, -0.8, 0.1], [-0.1, 1.4, 0.2], [-0.8, -1.5, -0.1], [0.3, 0.9, 0.2], [-0.4, 0.0, -0.4], [0.7, -0.6, -0.5], [0.6, 0.3, 0.1], [-0.1, -0.5, 0.0], [-0.6, -0.1, 0.1], [-0.2, 0.1, 0.1], [0.7, 0.1, -0.3], [-1.1, 0.9, 0.6], [1.2, -1.2, -0.2], [0.5, -1.0, -1.0], [0.7, 1.5, 2.0], [-0.3, 0.7, 0.8], [-0.3, -0.8, -0.9], [0.0, -1.2, -0.6], [-1.0, 1.5, -0.1], [-0.2, -0.3, 0.3]]
}

Entry 2:
{
  "formula": "C2H23O12",
  "method": "ωB97M-V/def2-TZVPD",
  "homo_energy_ev": -7.371,
  "gap_ev": 9.9,
  "charge": -1,
  "symbols": ["C", "C", "O", "O", "H", "H", "H", "O", "H", "H", "O", "H", "H", "O", "H", "H", "O", "H", "H", "O", "H", "H", "O", "H", "H", "O", "H", "H", "O", "H", "H", "O", "H", "H", "O", "H", "H"],
  "positions_angstrom": [[-0.281702, 0.701018, -0.898817], [0.304215, -0.159561, 0.218240], [1.232314, -0.942210, -0.112127], [-0.304631, -0.137593, 1.327131], [-0.563632, 1.709146, -0.583798], [-1.213270, 0.249932, -1.253397], [0.399922, 0.782397, -1.745710], [1.541821, 1.489644, 2.925278], [0.924941, 0.831664, 2.563188], [1.318526, 2.299901, 2.459944], [-3.246479, 0.194848, 1.094379], [-3.144768, 0.978926, 1.641399], [-2.333504, -0.027699, 0.849624], [3.405932, -2.452750, 0.793176], [3.204311, -3.266505, 1.263716], [2.532506, -2.063871, 0.618538], [1.120636, -2.397723, 2.845116], [1.022023, -1.848754, 2.051182], [1.603761, -1.833054, 3.456659], [-0.498847, 5.207040, -0.335976], [-0.017748, 4.382821, -0.451867], [-1.424396, 4.946710, -0.326467], [0.651190, -2.239335, -2.604637], [0.717946, -1.883560, -1.699215], [0.268090, -3.115200, -2.506400], [-1.471112, -1.607782, 3.580202], [-1.254067, -0.967149, 2.887694], [-0.745188, -2.240267, 3.522457], [-1.881390, -2.664537, 0.102701], [-1.122238, -2.119025, 0.347813], [-1.717089, -2.913875, -0.811648], [0.582046, 3.722795, -2.720026], [1.060180, 4.096502, -3.466112], [1.137255, 2.995213, -2.416767], [-0.561177, 0.126721, -4.595688], [-1.050272, 0.713429, -4.010844], [-0.196092, -0.548254, -4.008931]],
  "forces_ev_per_angstrom": [[0.0, 0.5, -0.2], [-0.7, -0.4, -0.5], [-0.4, 0.1, 0.4], [0.6, 0.1, -0.3], [0.1, -0.1, 0.3], [0.1, -0.2, 0.1], [0.0, -0.1, 0.0], [0.0, -0.1, 0.1], [0.0, 0.1, -0.1], [0.0, 0.0, 0.0], [0.0, 0.2, -0.3], [0.0, 0.0, 0.1], [-0.1, -0.1, 0.3], [0.1, -0.2, 0.0], [0.0, 0.1, 0.1], [0.2, 0.2, -0.2], [0.2, -0.2, 0.0], [-0.1, 0.1, 0.1], [0.0, 0.0, 0.0], [-0.1, 0.1, 0.3], [0.0, 0.0, -0.3], [0.0, 0.0, 0.0], [-0.3, 0.1, -0.1], [0.4, 0.1, 0.1], [0.1, 0.0, 0.0], [-0.3, 0.1, 0.2], [0.0, -0.2, 0.1], [0.1, 0.1, -0.1], [0.1, 0.0, -0.2], [-0.1, -0.1, 0.2], [0.0, 0.1, 0.0], [0.1, -0.2, 0.1], [0.0, 0.0, 0.0], [0.0, -0.1, -0.1], [0.0, 0.0, 0.0], [0.0, 0.0, 0.0], [0.1, -0.2, 0.1]]
}

Entry 3:
{
  "formula": "C21H13Cl2NO3",
  "method": "ωB97M-V/def2-TZVPD",
  "homo_energy_ev": -8.077,
  "gap_ev": 7.2,
  "smiles": "COc1ccc(N=C2c3cccc(Cl)c3C(=O)c3c(Cl)cccc32)cc1O",
  "symbols": ["O", "Cl", "Cl", "N", "O", "O", "C", "C", "C", "C", "C", "C", "C", "C", "C", "C", "C", "C", "C", "C", "C", "C", "C", "C", "C", "C", "C", "H", "H", "H", "H", "H", "H", "H", "H", "H", "H", "H", "H", "H"],
  "positions_angstrom": [[3.511596, -0.564158, 2.668367], [5.296077, -0.034975, 0.251718], [3.618965, 1.187194, 5.097322], [-1.051704, 0.447567, 0.859584], [-3.515894, 0.604174, -3.151608], [-2.567381, -1.968942, -3.889505], [2.761946, 0.263518, 2.154929], [0.196394, 0.755725, 1.118358], [2.236194, 0.871508, -2.103722], [-0.259244, 2.146886, 4.575715], [3.493758, 0.536752, -1.626778], [1.013594, 1.943605, 5.110948], [-1.078359, -1.601082, -0.510692], [-1.505118, -2.171254, -1.721994], [-2.363126, 0.399150, -1.098941], [1.158465, 0.945759, -1.236670], [-0.554896, 1.754793, 3.298147], [3.699582, 0.313497, -0.247176], [2.026267, 1.361675, 4.341125], [-1.485823, -0.264410, -0.259369], [-2.314680, -1.450347, -2.619197], [-2.763714, -0.155269, -2.271171], [1.298416, 0.659179, 0.131798], [0.471192, 1.192145, 2.494219], [2.604041, 0.397390, 0.665556], [1.766397, 0.978254, 3.013186], [-3.187258, -3.320478, -3.876534], [-3.482693, 0.164324, -4.015663], [2.106293, 1.033609, -3.180990], [-1.076820, 2.540359, 5.192778], [4.375015, 0.456919, -2.294635], [1.264627, 2.236513, 6.118037], [-0.404021, -2.041333, 0.212513], [-1.158591, -3.189012, -1.968327], [-2.710252, 1.385710, -0.851276], [0.190121, 1.243278, -1.632976], [-1.562204, 1.959085, 2.943263], [-3.943572, -3.439748, -3.093387], [-3.687820, -3.462905, -4.855223], [-2.415769, -4.114658, -3.741727]],
  "forces_ev_per_angstrom": [[-0.6, 1.3, -0.9], [0.3, 0.0, 0.3], [-0.9, 0.1, -0.5], [2.0, 0.2, 1.3], [0.4, -0.6, 0.3], [-1.2, -0.9, 0.6], [0.2, -2.0, 0.6], [-2.9, -0.9, -1.3], [0.3, -0.2, -0.2], [0.0, -0.2, 0.8], [0.7, -0.2, 0.6], [0.6, -0.2, -0.4], [-0.6, 1.5, -0.6], [0.1, 0.1, 0.4], [0.0, 0.3, 0.6], [-0.6, -0.2, 0.4], [0.6, -0.1, -0.8], [-1.6, 0.2, -0.3], [-0.1, 0.2, 0.3], [0.6, -0.5, -0.2], [0.7, -0.6, 0.3], [-0.2, -0.9, -2.1], [1.8, 0.3, 0.3], [0.0, 0.6, 0.8], [0.2, 0.4, -1.2], [-0.4, 0.6, 0.1], [0.6, 0.4, -0.5], [-0.1, 0.0, 0.2], [0.0, 0.1, 0.6], [0.6, 0.0, -0.2], [-0.8, 0.1, 0.5], [-0.1, 0.1, 0.1], [-0.1, -0.4, -0.3], [-0.3, 0.7, 0.0], [0.0, 0.3, 0.1], [0.1, -0.2, 0.2], [0.4, -0.4, -0.4], [0.2, 0.4, 0.0], [0.5, 0.2, 0.5], [-0.4, 0.7, -0.1]]
}

no.,M (g mol⁻¹),DFT total energy (eV)
1,626.9,-194417.7331
2,239.2,-27021.1504
3,398.2,-54664.4892